Record 1
DFT (wB97M-V/def2-TZVPD) results for a cluster of 2 separate species, C20H29I3N2O5 in total in a non-equilibrium geometry.

Geometry as XYZ:
```
59
Properties=species:S:1:pos:R:3:forces:R:3
C 1.408038 3.519843 -3.530539 0.10 -0.14 -0.07
C 1.986198 2.111231 -3.365723 0.09 0.28 -0.06
C 3.352812 2.126519 -2.637198 -0.23 -0.78 -0.83
C 3.927299 0.717387 -2.311929 0.01 -0.26 -0.09
C 2.883418 -0.360001 -2.057681 0.33 0.27 -0.15
C 2.272226 -0.472619 -0.787285 0.08 0.09 -0.10
I 2.707309 0.897467 0.949682 -0.36 -1.18 -1.64
C 1.330659 -1.472554 -0.557054 -0.22 0.00 0.42
C 0.960198 -2.363995 -1.555987 -0.35 -0.15 0.66
I -0.561187 -3.955123 -1.102474 1.38 1.51 -0.42
C 1.539828 -2.257319 -2.821078 -0.66 -1.13 -0.89
O 1.155830 -3.136409 -3.798697 0.57 0.73 0.16
C 2.500152 -1.265403 -3.084299 0.25 0.22 -0.16
I 3.367398 -1.187936 -5.179715 -0.89 -0.12 2.12
C 4.385307 2.899004 -3.471337 -0.16 1.22 1.59
O 4.827110 3.940827 -3.021947 0.07 -0.73 -0.95
O 4.754702 2.396394 -4.671587 -0.40 0.02 0.62
H 2.045424 4.133734 -4.173698 -0.09 0.04 0.10
H 0.415959 3.465370 -3.988694 0.13 0.05 0.05
H 1.313154 4.013436 -2.558582 0.02 0.02 -0.12
H 2.090926 1.648011 -4.351638 0.00 -0.10 0.13
H 1.259910 1.524921 -2.796034 0.23 -0.14 0.03
H 3.212542 2.658058 -1.691686 0.25 0.18 -0.29
H 4.593990 0.392557 -3.111556 -0.24 -0.05 -0.12
H 4.579216 0.802369 -1.438113 -0.19 0.01 0.07
H 0.879393 -1.558422 0.422268 0.02 -0.02 0.00
H 0.478203 -3.740245 -3.450366 0.17 0.18 0.02
H 5.391068 3.032440 -5.031485 0.02 0.00 -0.03
C 0.089527 -2.321716 4.526662 -0.15 0.11 -0.43
C -0.254224 -1.688012 3.173817 -0.43 0.18 0.33
C -1.769763 -1.605459 2.865943 0.22 -0.46 0.12
C -2.359620 -3.024911 2.753342 -0.07 0.54 -0.04
C -2.013099 -0.776257 1.574149 0.05 0.11 0.83
N -1.547869 0.622301 1.730991 0.18 -0.78 -0.83
C -2.042216 1.564869 2.537288 -0.25 0.62 0.68
C -1.396934 2.926593 2.440604 0.00 -0.09 0.04
O -2.960653 1.378966 3.323945 -0.32 -0.26 0.16
C -3.440990 -0.920392 1.008943 -0.14 -0.23 -1.00
O -3.623682 -1.663499 0.048372 0.17 -0.06 0.25
N -4.434222 -0.210233 1.553078 -0.21 0.68 0.83
C -5.823884 -0.244901 1.103556 0.51 -0.33 -0.20
H 1.155008 -2.194426 4.721154 -0.03 -0.06 0.10
H -0.475682 -1.832841 5.320706 0.03 -0.08 0.11
H -0.133798 -3.388218 4.518925 0.00 0.01 0.18
H 0.240119 -2.268580 2.396302 0.06 -0.03 -0.27
H 0.171527 -0.684768 3.174103 0.03 0.12 -0.20
H -2.267699 -1.109938 3.700541 0.00 0.18 0.01
H -3.434536 -2.982790 2.577198 0.00 -0.07 -0.11
H -1.889012 -3.567250 1.933440 -0.03 -0.09 -0.04
H -2.213607 -3.576482 3.680870 0.09 0.01 -0.01
H -1.382992 -1.226235 0.809284 -0.05 0.12 -0.20
H -0.786515 0.910328 1.138401 0.01 -0.08 -0.08
H -0.337426 2.843415 2.675258 0.13 0.13 -0.11
H -1.875918 3.596527 3.153783 0.05 -0.14 -0.09
H -1.526557 3.317579 1.433156 0.14 0.10 -0.06
H -4.195858 0.386237 2.339464 0.01 -0.09 -0.01
H -5.869398 -0.079692 0.025452 -0.04 -0.06 0.06
H -6.399060 0.531319 1.609493 0.21 -0.07 0.03
H -6.258048 -1.221075 1.326212 -0.11 0.05 -0.09
```
Positions in Å, forces in eV/Å.

Output
**SMILES**: CC[C@@H](Cc1c(I)cc(I)c(O)c1I)C(=O)O.CC[C@H](C)[C@H](NC(C)=O)C(=O)NC
**E**: -2158.34323 hartree



Record 2
DFT (wB97M-V/def2-TZVPD) results for a structure of composition C20H29LiN4SSi2 in a non-equilibrium geometry.

Geometry as XYZ:
```
57
Properties=species:S:1:pos:R:3:forces:R:3
Li -0.088158 0.168789 0.153818 0.15 -0.18 0.34
C 0.753860 6.281662 -1.678129 -0.15 -0.05 0.30
C 0.652003 5.752741 -0.243469 -0.16 0.24 -0.44
N 1.523473 4.624520 -0.024677 -0.15 0.07 0.12
C 1.007942 3.320530 -0.015778 1.33 -0.26 0.92
S 1.858070 2.257265 0.994683 -0.20 -0.43 0.04
N 0.006392 3.119499 -0.820305 -1.09 0.39 -1.03
N -0.537251 1.885726 -0.894932 -0.22 -0.20 -0.51
C -1.360011 1.680179 -1.902377 1.07 2.14 0.48
C -1.644389 2.754911 -2.933615 0.16 -0.12 0.30
C -1.951785 0.406117 -2.058065 -0.67 -2.20 0.16
C -2.812990 0.090302 -3.140307 0.36 0.71 0.23
C -3.291832 -1.182214 -3.291264 0.00 -0.89 0.41
C -2.925758 -2.160907 -2.349727 -0.32 0.49 -0.61
C -2.113316 -1.766301 -1.304386 -0.01 -0.59 0.16
N -1.632249 -0.552715 -1.141032 0.04 1.18 -0.55
H 0.087510 7.133019 -1.825404 -0.06 0.12 -0.06
H 0.467451 5.487560 -2.360857 0.00 -0.09 -0.11
H 1.773736 6.583406 -1.903712 0.14 0.05 -0.04
H -0.384201 5.441552 -0.069520 0.07 0.11 0.09
H 0.902128 6.560286 0.459913 -0.02 -0.19 -0.04
H 2.226850 4.725280 0.693879 -0.23 -0.08 -0.09
H -1.010701 3.606149 -2.702782 -0.08 0.03 -0.04
H -2.691361 3.067861 -2.906854 -0.05 0.00 -0.04
H -1.414247 2.404517 -3.940423 -0.03 -0.06 -0.08
H -3.090427 0.858846 -3.851258 0.06 -0.01 0.03
H -3.945909 -1.437744 -4.121276 0.07 0.06 0.06
H -3.268138 -3.182011 -2.445634 0.03 -0.02 0.09
H -1.814826 -2.476768 -0.545598 0.07 -0.12 0.12
C 1.526156 -2.756196 -2.019176 0.13 0.08 0.30
Si 1.723617 -1.621381 -0.444931 -0.04 0.31 -0.38
C 3.607967 -1.161247 -0.582359 -0.26 -0.18 0.04
C 1.765781 -2.959895 0.951621 0.13 0.21 -0.42
C 2.682983 -3.999815 0.844870 0.24 -0.28 -0.04
C 2.783618 -5.002340 1.791842 0.24 -0.22 -0.10
C 1.935512 -4.979156 2.883677 -0.04 -0.20 0.26
C 1.020995 -3.947480 3.000727 -0.08 -0.25 0.33
C 0.915694 -2.925475 2.061870 -0.33 0.33 0.15
Si -0.368108 -1.484987 2.341435 -0.21 0.06 0.13
C -1.967461 -2.577606 2.661474 0.24 0.18 0.00
C 0.080272 -1.030414 4.189818 -0.09 -0.08 -0.30
H 2.268819 -3.552667 -2.081432 0.20 -0.23 0.01
H 1.594750 -2.170152 -2.933413 0.02 0.21 -0.15
H 0.544083 -3.221163 -2.007575 -0.28 -0.15 -0.03
H 4.270756 -2.021435 -0.700146 0.10 -0.24 -0.02
H 3.909256 -0.628744 0.315393 0.07 0.15 0.20
H 3.783686 -0.494313 -1.423846 -0.06 0.16 -0.17
H 3.350219 -4.033877 -0.006748 0.11 0.01 -0.16
H 3.518390 -5.796794 1.681084 -0.01 0.01 -0.01
H 1.991961 -5.760832 3.639983 -0.02 0.06 -0.03
H 0.366776 -3.947584 3.866482 -0.07 0.05 0.07
H -1.836116 -3.360940 3.409069 0.12 -0.19 0.20
H -2.269902 -3.064729 1.736959 -0.10 -0.12 -0.23
H -2.802807 -1.958392 2.986191 -0.13 0.19 0.03
H 0.142350 -1.881560 4.868059 -0.01 -0.31 0.10
H -0.646126 -0.336868 4.608499 -0.19 0.19 0.01
H 1.045112 -0.531984 4.207983 0.24 0.16 -0.01
```
Positions in Å, forces in eV/Å.

Output
**E**: -1983.24307 hartree
**Total charge**: -2